ORCA calculation (ωB97M-V with the def2-TZVPD basis set) on a cluster of 2 separate species, FH3N2O in total.

Geometry as ORCA input:
```
! RIJCOSX wB97M-V def2-TZVPD def2/J DEFGRID3
* xyz 0 1
N -1.03 -0.02 0.37
N 0.08 0.52 -0.31
O 1.15 0.78 0.21
F 2.46 -0.72 -0.19
H -0.93 -0.28 1.34
H -1.70 -0.71 -0.15
H -0.03 0.43 -1.28
*
```

* energy relative to the best compared isomer or geometry (same formula, charge and spin): 73.5 kcal/mol
* total energy: -7788.0365 eV
* LUMO energy (spin up / spin down): -1.138 / -0.615 eV

---

ORCA calculation (ωB97M-V with the def2-TZVPD basis set) on a structure of composition C15H27N3O5PdSb.

Geometry as ORCA input:
```
! RIJCOSX wB97M-V def2-TZVPD def2/J DEFGRID3
* xyz 3 1
Pd -0.46 -0.49 1.86
O 0.61 -5.78 -0.66
C 0.42 -4.63 -0.05
C 0.46 -4.45 1.34
C 0.23 -3.18 1.83
N -0.01 -2.17 1.01
C -0.05 -2.31 -0.32
C 0.17 -3.53 -0.90
C -0.30 -0.99 -0.97
O -0.10 -0.92 -2.25
O -0.66 -0.02 -0.28
C 0.19 -2.78 3.30
O 0.32 -3.57 4.18
O -0.01 -1.47 3.48
H 0.79 -6.51 -0.05
H 0.64 -5.26 2.02
H 0.14 -3.67 -1.97
C 2.55 -0.09 -4.91
C 1.02 -0.07 -5.00
Sb 0.11 0.80 -3.31
C -1.84 1.54 -3.67
C -1.74 3.00 -4.14
C 1.41 2.15 -2.31
C 2.17 1.70 -1.06
H 2.94 -0.64 -5.77
H 2.90 -0.60 -4.01
H 2.98 0.91 -4.94
H 0.59 -1.06 -5.09
H 0.67 0.52 -5.85
H -2.42 1.43 -2.75
H -2.26 0.89 -4.43
H -1.36 3.66 -3.36
H -2.74 3.34 -4.40
H -1.13 3.11 -5.03
H 0.79 3.02 -2.12
H 2.10 2.41 -3.11
H 1.52 1.69 -0.19
H 2.97 2.43 -0.89
H 2.64 0.73 -1.17
N -1.26 1.82 6.76
C -1.50 2.12 5.30
C -0.91 1.00 4.44
N -1.17 1.17 2.99
H -1.67 2.55 7.35
H -0.27 1.77 6.99
H -1.69 0.93 7.04
H -1.03 3.09 5.10
H -2.58 2.22 5.17
H -1.32 0.03 4.74
H 0.17 0.93 4.58
H -0.83 2.07 2.67
H -2.18 1.16 2.82
*
```

* energy relative to the best compared isomer or geometry (same formula, charge and spin): 0.0 kcal/mol
* total energy: -40693.2022 eV
* LUMO energy: -8.716 eV

---

ORCA calculation (ωB97M-V with the def2-TZVPD basis set) on a cluster of 7 separate species, C5H25NO6S2 in total.

Geometry as ORCA input:
```
! RIJCOSX wB97M-V def2-TZVPD def2/J DEFGRID3
* xyz 0 1
S -0.22 -2.58 3.38
C -1.15 -1.53 2.08
C -1.28 -0.07 2.47
C -0.03 0.84 2.37
N 0.23 1.27 0.97
C 1.63 0.86 0.61
C 1.61 -0.69 0.30
S 3.29 -1.33 0.08
H 0.95 -2.96 2.73
H -0.67 -1.64 1.11
H -2.13 -1.95 1.88
H -1.82 -0.18 3.46
H -2.05 0.48 1.79
H 0.91 0.40 2.78
H -0.24 1.73 3.04
H -0.41 0.87 0.35
H 1.88 1.39 -0.36
H 2.37 1.20 1.30
H 1.01 -1.12 1.15
H 1.05 -1.06 -0.65
H 3.47 -1.39 1.43
O -1.03 -1.32 -2.92
H -1.85 -0.84 -3.02
H -0.39 -1.22 -3.57
O -0.43 -3.29 -1.15
H -1.18 -3.28 -1.70
H -0.21 -4.28 -1.11
O -0.50 4.30 0.24
H -0.03 4.02 -0.49
H -0.41 3.58 0.84
O -0.73 1.39 -3.04
H -0.81 2.33 -2.71
H -0.58 1.35 -3.99
O 1.86 2.12 -2.22
H 2.49 1.52 -1.74
H 1.13 1.51 -2.45
O -2.25 -0.14 -0.92
H -1.54 -0.72 -0.67
H -1.95 0.41 -1.64
*
```

* energy relative to the best compared isomer or geometry (same formula, charge and spin): 33.9 kcal/mol
* total energy: -41034.2432 eV
* LUMO energy: -0.172 eV
* SMILES: SCCCNCCS.O.O.O.O.O.O

---

ORCA calculation (ωB97M-V with the def2-TZVPD basis set) on a structure of composition C33H46Cl2F4KN2O3Si2Te.

Geometry as ORCA input:
```
! RIJCOSX wB97M-V def2-TZVPD def2/J DEFGRID3
* xyz -1 1
K -1.11 0.51 0.42
C -3.03 1.65 -2.20
N -2.78 2.36 -0.96
C -3.97 3.09 -0.54
C -1.64 3.27 -1.14
C -1.09 3.84 0.17
N -0.62 2.75 0.99
C -0.45 2.87 2.30
C 0.02 1.72 3.02
F 0.26 0.57 2.30
C 0.28 1.70 4.36
F 0.71 0.55 4.93
C 0.10 2.82 5.16
C -0.34 3.95 4.50
F -0.51 5.09 5.22
C -0.62 4.00 3.15
F -1.04 5.18 2.64
H -3.19 2.33 -3.05
H -3.90 1.00 -2.10
H -2.16 1.03 -2.43
H -4.25 3.87 -1.26
H -3.79 3.56 0.43
H -4.80 2.40 -0.42
H -1.92 4.10 -1.82
H -0.84 2.70 -1.63
H -1.86 4.45 0.65
H -0.27 4.52 -0.08
H 0.32 2.82 6.22
O -2.86 -0.84 -0.10
C -2.51 -2.24 -0.07
C -0.93 -2.39 -0.13
O -0.50 -3.53 0.09
O -0.30 -1.35 -0.44
C -3.13 -2.83 1.19
C -4.52 -2.89 1.28
C -5.15 -3.35 2.42
C -4.39 -3.76 3.51
C -3.01 -3.69 3.44
C -2.38 -3.22 2.29
C -3.01 -2.92 -1.34
C -3.08 -2.20 -2.53
C -3.54 -2.79 -3.70
C -3.93 -4.12 -3.70
C -3.83 -4.86 -2.52
C -3.37 -4.27 -1.36
H -3.79 -0.79 -0.36
H -5.13 -2.58 0.43
H -6.23 -3.39 2.47
H -4.87 -4.14 4.40
H -2.41 -4.00 4.28
H -1.30 -3.18 2.24
H -2.75 -1.16 -2.53
H -3.59 -2.21 -4.61
H -4.30 -4.58 -4.60
H -4.11 -5.90 -2.52
H -3.29 -4.85 -0.45
C 5.45 3.97 -0.43
Si 4.09 2.87 0.28
C 2.65 3.96 0.74
C 4.78 2.08 1.83
C 3.64 1.57 -0.98
Te 2.01 0.26 -0.41
C 2.83 -1.34 -1.56
Si 3.99 -2.40 -0.56
C 5.52 -1.45 -0.03
C 3.10 -3.06 0.94
C 4.59 -3.82 -1.63
H 5.74 4.73 0.30
H 5.11 4.48 -1.34
H 6.34 3.39 -0.68
H 2.93 4.63 1.56
H 1.79 3.37 1.07
H 2.33 4.58 -0.10
H 4.98 2.85 2.59
H 5.73 1.56 1.63
H 4.08 1.36 2.26
H 4.50 0.94 -1.18
H 3.35 2.04 -1.93
H 3.27 -0.90 -2.45
H 1.96 -1.94 -1.86
H 5.26 -0.62 0.64
H 6.06 -1.04 -0.88
H 6.20 -2.11 0.51
H 2.95 -2.27 1.68
H 3.66 -3.88 1.41
H 2.11 -3.43 0.66
H 5.10 -3.45 -2.52
H 3.75 -4.44 -1.97
H 5.28 -4.47 -1.09
Cl -1.08 1.45 -5.19
C -0.07 0.14 -4.58
Cl 0.63 0.47 -2.96
H 0.77 0.00 -5.25
H -0.66 -0.75 -4.45
*
```

* energy relative to the best compared isomer or geometry (same formula, charge and spin): 39.1 kcal/mol
* total energy: -119381.9064 eV
* LUMO energy: 2.047 eV

---

ORCA calculation (ωB97M-V with the def2-TZVPD basis set) on a cluster of 2 separate species, C2H5OS in total.

Geometry as ORCA input:
```
! RIJCOSX wB97M-V def2-TZVPD def2/J DEFGRID3
* xyz -1 1
S 2.43 -1.08 -0.26
H 3.58 -0.37 -0.48
C -1.22 -0.36 0.77
C -1.05 0.62 -0.12
O -0.05 1.02 -0.92
H -2.18 -0.57 1.13
H -0.34 -1.13 0.93
H -1.88 1.36 -0.42
H 0.71 0.51 -0.62
*
```

* energy relative to the best compared isomer or geometry (same formula, charge and spin): 13.2 kcal/mol
* total energy: -15038.0026 eV
* LUMO energy: 4.157 eV

---

- total energy of number 4 (C33H46Cl2F4KN2O3Si2Te)?
  -119381.9064 eV

---

- Which of these has the highest total energy?
  FH3N2O

---

- Among the records above, which one has the highest total energy?
  FH3N2O

---

- The highest total energy belongs to which entry?
  FH3N2O